Record 1
A 2-piece molecular cluster, C3H10NO3S overall. Source: the Open Molecules 2025 dataset; level of theory: the ωB97M-V functional and the def2-TZVPD basis.

Positions of all 18 atoms, in Å:
O (-0.79047, 2.02655, -0.53302)
C (-0.84632, 1.33711, 0.44669)
O (-1.88529, 1.49741, 1.38143)
C (0.33517, 0.43912, 0.77469)
C (0.07768, -1.04362, 0.58369)
S (-0.41160, -2.11252, 2.02887)
N (1.50852, 0.89685, -0.23659)
H (-2.65440, 2.11696, 1.00188)
H (0.77242, 0.61383, 1.88519)
H (-0.76428, -1.22072, 0.02393)
H (0.94296, -1.63967, 0.15956)
H (-1.63890, -1.68443, 2.28095)
H (0.99788, 1.62014, -0.97320)
H (2.16091, 1.37763, 0.26699)
H (1.77155, -0.03973, -0.72408)
H (-0.51828, -1.75562, -2.55127)
H (0.65114, -1.25173, -3.36426)
O (0.29132, -1.17755, -2.45145)

Properties
LUMO level = -3.391 eV
charge = +1
spin multiplicity = 1

Results of the natural (NBO) charge analysis, in e, for atoms 1 through 4: -0.562, 0.782, -0.675, -0.158

---

Record 2
A 3-piece molecular cluster, C3H10NO4 overall. Source: the Open Molecules 2025 dataset; level of theory: the ωB97M-V functional and the def2-TZVPD basis.

Positions of all 18 atoms, in Å:
C (-0.52038, -1.23676, -0.37496)
N (0.79474, -1.50075, -0.88279)
C (1.36854, -0.62772, -1.92765)
O (0.88273, 0.61701, -1.99868)
O (2.50265, -0.97368, -2.45098)
C (-0.76051, -1.06324, 1.08698)
H (-1.18495, -1.99086, -0.63812)
H (-1.04005, -0.40116, -0.86642)
H (0.97471, -2.48434, -1.12434)
H (-0.56830, -0.05891, 1.45086)
H (-1.86714, -1.30068, 1.23177)
H (-0.24063, -1.84822, 1.69877)
H (-0.66913, 2.10430, 1.37432)
H (-1.04919, 3.64417, 1.39516)
O (-1.16116, 2.84369, 1.94659)
H (1.44006, 1.63567, 0.46670)
H (0.58050, 1.19735, -0.70764)
O (0.51750, 1.44414, 0.32042)

Properties
LUMO level = 3.806 eV
charge = -1
spin multiplicity = 1

Results of the natural (NBO) charge analysis, in e, for atoms 1 through 4: -0.234, -0.685, 0.877, -0.833

---

Number 1: HOMO energy -13.021 eV, F_max 0.12994 hartree/bohr, gap between HOMO and LUMO 9.6 eV. Number 2: HOMO energy -4.960 eV, F_max 0.07901 hartree/bohr, gap between HOMO and LUMO 8.8 eV.